Here is an isolated molecule of C3H6O from OMol25. Energies are from ωB97M-V/def2-TZVPD.

Atoms and positions in Å:
O1 0.70300 1.82524 -0.15452
C1 1.18621 0.75170 -0.32978
C2 0.26317 -0.43009 -0.14054
C3 -1.11747 -0.19264 0.48034
H1 2.25041 0.63712 -0.71159
H2 0.89233 -1.22761 0.43954
H3 0.14917 -0.88831 -1.11466
H4 -1.16197 -0.69742 1.41870
H5 -1.82747 -0.66957 -0.19516
H6 -1.33737 0.89158 0.30767

Energy ... -5254.8198 eV
Structure (SMILES) ... CCC=O
Net charge ... 0
Energy relative to the best compared isomer or geometry (same formula, charge and spin) ... 0.875 eV

Here is a structure of composition C5H12O3Sc from OMol25. Energies are from ωB97M-V/def2-TZVPD.

Atoms and positions in Å:
C1 -2.51409 -0.12236 0.24278
H1 -1.89557 0.38778 -0.50093
H2 -2.26842 -1.18729 0.24704
H3 -2.44733 0.28428 1.25655
O1 -3.88770 -0.03085 -0.22404
C2 -4.66303 0.87216 0.22625
H4 -4.63723 1.05480 1.31036
H5 -5.06996 1.56925 -0.51416
O2 -6.70067 -2.58359 -1.92321
C3 -6.77677 -1.23656 -1.93398
C4 -7.18512 -0.66828 -0.34729
O3 -6.83195 -1.61605 0.65972
C5 -7.60763 -1.55031 1.84659
Sc1 -6.01346 -3.41779 -0.23560
H6 -7.53906 -0.81885 -2.61905
H7 -5.80376 -0.75265 -2.15533
H8 -8.27274 -0.82054 -0.47485
H9 -7.27896 0.35187 0.05240
H10 -7.17502 -2.24206 2.57672
H11 -7.58570 -0.53176 2.25824
H12 -8.65229 -1.81569 1.62480

Energy ... -32200.8960 eV
2S+1 ... 2
Net charge ... +2
Energy relative to the best compared isomer or geometry (same formula, charge and spin) ... 1.461 eV

Here is an isolated molecule of C3H2S3 from OMol25. Energies are from ωB97M-V/def2-TZVPD.

Atoms and positions in Å:
C1 -0.91649 0.13341 0.93137
C2 -0.04558 -0.58723 -0.05109
C3 0.91731 0.14978 -0.88037
H1 -0.88492 -0.23570 1.91902
H2 1.82025 -0.33165 -1.18768
S1 -1.77912 1.43538 0.56191
S2 0.13581 -2.23095 0.11414
S3 0.75274 1.66695 -1.40730

Energy ... -35646.4519 eV
Structure (SMILES) ... S=CC(=S)C=S
Net charge ... 0
Energy relative to the best compared isomer or geometry (same formula, charge and spin) ... 2.204 eV

Here is an isolated molecule of C5H11F from OMol25. Energies are from ωB97M-V/def2-TZVPD.

Atoms and positions in Å:
C1 -2.78659 -0.23053 -0.07792
C2 -1.47034 0.53658 -0.08994
C3 -0.24152 -0.34257 0.41554
C4 1.07928 -0.08402 -0.27346
C5 1.69449 1.21209 0.05326
H1 -3.11452 -0.46498 0.96241
H2 -3.50271 0.47716 -0.41157
H3 -3.05013 -1.07607 -0.66868
H4 -1.19309 0.84183 -1.07528
H5 -1.54652 1.37753 0.60386
H6 -0.09234 -0.36477 1.52171
H7 -0.40589 -1.35634 0.14824
H8 0.71326 -0.13079 -1.36965
H9 2.21431 1.21076 0.99672
H10 2.49884 1.35557 -0.59564
H11 0.87357 2.00029 0.11574
F1 1.88369 -1.15772 -0.04363

Energy ... -8080.2138 eV
Structure (SMILES) ... CCC[C@@H](C)F
Net charge ... 0
Energy relative to the best compared isomer or geometry (same formula, charge and spin) ... 0.799 eV

Here is the ion C6H13BrN3 with charge +1 from OMol25. Energies are from ωB97M-V/def2-TZVPD.

Atoms and positions in Å:
C1 -0.27311 -2.46543 -1.33333
C2 0.14383 -0.10090 -1.13816
C3 -1.92806 -0.26797 0.41087
C4 -0.34876 1.78583 0.40209
C5 2.34566 -0.87945 -0.06891
C6 -0.96285 0.71028 -0.51783
N1 0.56751 -2.34942 -0.30796
N2 -0.60670 -1.35281 -2.01962
N3 0.79416 -1.00262 -0.15035
Br1 -1.98922 -0.97344 -3.22420
H1 -0.44199 -3.45790 -1.76943
H2 0.92359 0.33428 -1.85967
H3 -2.76817 -0.62961 -0.12184
H4 -2.49183 0.32921 1.14150
H5 -1.28832 -1.07444 0.74336
H6 0.33812 1.25536 1.05084
H7 -1.11211 2.54495 0.94767
H8 0.21277 2.47750 -0.19664
H9 2.76071 -0.21762 0.68350
H10 2.67527 -1.90281 0.10134
H11 2.69129 -0.59222 -1.04047
H12 -1.62442 1.28578 -1.19273
H13 0.44449 -0.75993 0.69876

Energy ... -80935.0911 eV
Structure (SMILES) ... CC(C)[C@@H]1N(Br)C=N[N@H+]1C
Net charge ... +1
Energy relative to the best compared isomer or geometry (same formula, charge and spin) ... 1.928 eV

Here is a structure of composition C27H28Cl8IrN7O4S from OMol25. Energies are from ωB97M-V/def2-TZVPD.

Atoms and positions in Å:
Ir1 -2.02165 -0.48606 1.22667
N1 -3.81138 0.10067 2.17270
N2 -4.23726 1.33166 1.62421
C1 -3.89690 1.67800 0.34804
N3 -4.57798 2.66953 -0.18738
N4 -2.90878 0.95188 -0.20401
N5 -2.65789 1.08604 -1.56894
O1 -2.01522 0.18435 -2.04748
O2 -3.04026 2.06775 -2.17196
H1 -4.57415 -0.57931 2.14250
H2 -3.58404 0.26125 3.15517
H3 -5.01893 1.78279 2.07811
H4 -5.35375 3.09732 0.29330
H5 -4.30655 3.00430 -1.10247
Cl1 -0.76542 1.08715 2.51556
C2 -0.69646 -0.34126 3.58196
C3 -1.41383 -1.35460 2.96912
C4 -1.64988 -2.46882 3.75886
Cl2 -2.78938 -3.65379 3.24438
C5 -1.04405 -2.58722 5.02292
Cl3 -1.29509 -3.99625 5.94973
C6 -0.25272 -1.55417 5.54056
Cl4 0.50211 -1.71077 7.06077
C7 -0.10233 -0.36449 4.81987
Cl5 0.75588 0.99070 5.40164
Cl6 -0.96377 4.55870 0.30403
C8 0.32675 3.58001 -0.30715
C9 1.32749 3.15615 0.55113
C10 2.30731 2.31181 0.05574
C11 2.31637 1.88006 -1.26790
C12 3.28720 0.77759 -1.64087
C13 2.57703 -0.56949 -1.86036
N6 1.66506 -0.91648 -0.77120
C14 1.88828 -1.82722 0.23386
C15 0.76002 -1.86198 0.98345
N7 -0.16497 -0.98821 0.43489
C16 0.42420 -0.43546 -0.61497
O3 3.98333 0.98492 -2.85592
C17 4.77959 2.15086 -2.93201
C18 6.24637 1.80261 -2.97483
C19 7.25694 2.38315 -2.15852
Cl7 7.01696 3.51564 -0.96912
S1 8.85403 1.81551 -2.52195
C20 8.20846 0.81687 -3.72661
C21 6.81091 0.91281 -3.86017
C22 1.32555 2.37914 -2.11922
Cl8 1.23328 1.92062 -3.78597
C23 0.33227 3.22515 -1.64781
H6 1.33678 3.47884 1.58288
H7 3.07276 1.94752 0.73174
H8 3.98877 0.67216 -0.80214
H9 3.31881 -1.36069 -1.94537
H10 2.01331 -0.53048 -2.78996
H11 2.81112 -2.37289 0.32238
H12 0.55453 -2.44878 1.85861
H13 -0.02643 0.27298 -1.28182
H14 4.55937 2.85701 -2.12870
H15 4.53343 2.64549 -3.87557
H16 8.86298 0.19200 -4.31913
H17 6.25692 0.34546 -4.59400
H18 -0.43317 3.58652 -2.32010
C24 -1.75200 -4.16700 -0.00073
C25 -2.22463 -2.95086 -0.74609
O4 -2.99051 -1.99460 0.07643
C26 -4.35483 -2.45418 0.33526
C27 -5.40373 -1.50972 -0.20531
H19 -1.16656 -4.77407 -0.69246
H20 -2.57697 -4.77902 0.36016
H21 -1.11783 -3.90557 0.84406
H22 -2.89918 -3.21151 -1.56156
H23 -1.41175 -2.37037 -1.17032
H24 -4.44604 -2.67287 1.39926
H25 -4.45717 -3.39978 -0.19394
H26 -5.44070 -0.53556 0.27649
H27 -6.37962 -1.97439 -0.05663
H28 -5.27045 -1.35506 -1.27582

Energy ... -160899.3079 eV
2S+1 ... 2
Net charge ... +3
Energy relative to the best compared isomer or geometry (same formula, charge and spin) ... 0.443 eV